{"formula": "C6H16", "method": "the ωB97M-V functional and the def2-TZVPD basis", "orbital_gap_ev": 12.10, "smiles": "CC(C)C.CC", "largest_force_ev_per_a": 1.7, "de_lowest_kcal_mol": 10.12, "energy_ha": -238.18040, "species": ["H", "H", "C", "C", "C", "H", "C", "H", "H", "H", "C", "C", "H", "H", "H", "H", "H", "H", "H", "H", "H", "H"], "xyz": [[1.948, 1.846, -2.331], [-1.650, -2.419, 3.202], [0.476, -0.763, -2.379], [0.863, 1.764, -2.427], [-1.672, -1.482, 2.651], [-0.319, 0.201, 2.387], [0.869, 0.593, -0.237], [-0.755, 0.718, -1.499], [1.945, 0.397, -0.160], [-2.711, -1.160, 2.612], [0.323, 0.595, -1.670], [-0.679, -0.439, 3.187], [0.189, -0.874, 3.672], [0.729, 1.493, 0.365], [1.293, -0.739, -3.101], [0.468, -0.221, 0.380], [-0.454, -0.971, -2.904], [-1.393, -1.670, 1.609], [0.500, 2.727, -2.061], [-1.236, 0.233, 3.844], [0.578, 1.717, -3.480], [0.689, -1.546, -1.659]], "atomic_forces_ev_per_a": [[0.1, -0.3, -0.2], [0.1, 0.0, 0.0], [0.2, 0.6, 0.1], [0.1, 0.8, -0.6], [0.6, -0.1, -0.7], [0.1, 0.0, -0.1], [0.8, -0.8, 0.8], [0.0, 0.2, -0.4], [0.1, 0.1, -0.5], [0.0, 0.3, 0.2], [-0.7, -0.3, 1.6], [-1.0, 0.4, 0.0], [-0.1, 0.0, 0.2], [-0.3, 0.3, -0.5], [0.0, -0.1, 0.0], [-0.4, 0.0, -0.3], [0.1, -0.3, -0.1], [-0.1, -0.4, 0.1], [-0.2, -0.1, 0.2], [0.5, -0.1, 0.4], [0.2, 0.0, 0.0], [-0.1, -0.2, 0.0]]}

{"formula": "C35H39Cl2HgN4O3PSSb", "method": "the ωB97M-V functional and the def2-TZVPD basis", "orbital_gap_ev": [3.53, 4.54], "spin_multiplicity": 2, "charge": -2, "largest_force_ev_per_a": 4.8, "de_lowest_kcal_mol": 95.82, "energy_ha": -3855.23148, "species": ["C", "H", "H", "C", "C", "H", "H", "C", "H", "H", "H", "H", "C", "H", "H", "H", "C", "C", "H", "N", "C", "C", "C", "Sb", "C", "N", "H", "H", "H", "C", "C", "P", "S", "H", "H", "H", "Cl", "O", "Cl", "C", "C", "H", "H", "H", "H", "C", "H", "H", "C", "N", "H", "C", "C", "C", "C", "C", "C", "H", "C", "H", "C", "H", "O", "C", "H", "O", "C", "C", "C", "H", "H", "H", "H", "H", "H", "C", "H", "Hg", "C", "C", "C", "C", "H", "H", "C", "H", "N"], "xyz": [[-2.813, -11.192, 15.774], [0.587, -5.312, 14.345], [5.090, -9.457, 16.695], [-2.075, -10.225, 18.936], [-4.391, -11.331, 20.102], [-3.752, -9.764, 17.118], [2.718, -16.232, 21.255], [-4.066, -15.566, 16.966], [3.162, -18.372, 17.536], [5.518, -9.843, 19.185], [3.573, -8.019, 13.219], [5.293, -9.083, 14.914], [3.845, -15.189, 18.362], [6.633, -8.777, 16.058], [3.168, -12.156, 12.784], [-5.280, -11.733, 20.556], [-3.675, -14.231, 16.821], [-2.309, -13.854, 16.824], [0.677, -8.035, 13.334], [4.566, -9.623, 19.005], [3.773, -16.398, 17.611], [-2.667, -11.596, 14.430], [4.477, -13.969, 17.839], [2.726, -7.242, 15.731], [1.628, -12.705, 14.284], [3.523, -15.209, 19.632], [4.316, -16.473, 16.681], [-5.024, -9.516, 12.990], [1.630, -9.290, 12.340], [2.545, -12.979, 13.106], [-3.622, -12.032, 19.115], [-1.944, -12.159, 16.958], [2.036, -10.374, 18.547], [-2.403, -8.559, 20.356], [-4.062, -9.581, 21.496], [-3.556, -11.545, 12.509], [3.928, -14.144, 13.574], [1.086, -15.112, 16.792], [1.889, -13.507, 11.456], [4.874, -7.303, 16.149], [1.442, -5.294, 13.610], [2.221, -18.252, 19.861], [-1.132, -9.817, 18.543], [2.889, -4.583, 15.135], [6.524, -13.578, 17.223], [3.722, -10.640, 18.608], [-5.147, -15.851, 17.156], [4.170, -8.752, 19.391], [-3.651, -10.126, 16.086], [4.452, -11.742, 18.187], [4.971, -6.907, 17.184], [5.461, -8.739, 15.946], [-4.421, -10.061, 13.713], [5.527, -13.881, 16.776], [-1.322, -14.829, 16.711], [-3.540, -11.082, 13.442], [0.081, -14.421, 16.721], [-5.178, -8.775, 15.355], [-3.149, -16.568, 16.675], [5.243, -13.160, 16.019], [-2.847, -9.511, 19.887], [-3.423, -17.668, 16.737], [2.056, -11.760, 15.054], [2.722, -17.417, 19.415], [1.015, -9.667, 13.927], [0.599, -13.380, 14.385], [-2.546, -11.454, 18.521], [1.430, -8.818, 13.323], [3.256, -17.532, 18.158], [-3.793, -13.128, 19.033], [5.495, -14.852, 16.284], [-1.018, -17.029, 16.410], [1.429, -4.385, 12.947], [3.103, -9.437, 14.330], [3.678, -5.415, 13.903], [2.944, -16.254, 20.188], [-1.930, -12.355, 14.197], [0.539, -12.181, 16.883], [2.745, -5.358, 14.427], [-4.549, -9.663, 15.068], [2.781, -8.447, 13.892], [-3.908, -10.108, 20.526], [5.361, -6.561, 15.528], [-4.434, -13.455, 16.687], [-1.731, -16.233, 16.627], [1.299, -6.126, 12.854], [3.911, -12.918, 18.353]], "atomic_forces_ev_per_a": [[-0.4, 0.1, -0.9], [0.6, 0.2, -1.1], [-0.1, 0.3, -0.6], [-0.6, 1.5, 0.5], [1.2, -0.6, -0.7], [0.0, -0.2, -0.6], [-0.1, 0.1, -0.3], [-2.5, 0.8, -0.4], [-0.1, -1.3, -0.4], [0.4, -0.3, 0.1], [-0.9, -0.4, 0.4], [-0.2, 0.0, 0.5], [1.1, -2.0, -1.4], [-2.0, 0.3, -0.1], [-0.4, 0.5, 0.4], [0.0, -0.5, 0.2], [0.2, -0.2, 0.3], [-3.2, 0.6, -0.5], [0.0, 0.0, -0.5], [-1.6, 1.2, 0.2], [1.4, 1.2, 0.0], [-1.4, 0.5, -0.2], [-1.3, 1.9, 0.3], [-0.1, 0.5, -1.2], [-0.8, 0.4, 0.7], [-0.4, 1.0, 1.7], [-0.4, 0.2, -0.4], [0.1, -0.6, -0.1], [-0.6, 0.6, 0.1], [2.4, -0.6, -1.5], [-2.4, -0.8, 2.6], [1.3, 1.1, 0.7], [-0.3, 0.0, 0.0], [-0.8, -1.5, -1.0], [-1.3, -0.7, -0.8], [0.4, -0.4, -1.7], [-1.1, 0.4, -0.1], [-0.3, -1.0, -0.4], [-0.1, 0.1, 1.3], [0.0, -0.6, 0.5], [0.0, 0.2, -0.6], [-0.2, -0.4, 0.3], [-0.5, -0.1, 0.0], [-0.4, 1.2, 0.6], [-0.9, -0.6, -0.7], [1.9, -2.4, -1.0], [1.3, 0.6, -0.5], [0.3, -1.1, -0.5], [-2.1, 0.0, -1.2], [-0.1, 3.4, 0.6], [0.1, -0.6, -0.5], [1.9, 0.5, 0.3], [-0.9, 0.7, 2.2], [0.3, -0.4, 0.7], [2.7, -2.1, 0.1], [1.2, -0.2, 1.5], [0.4, 0.1, 1.3], [0.4, -1.1, -0.5], [4.4, -1.5, 1.0], [0.0, 0.4, 0.0], [3.1, 0.6, 0.3], [0.3, 1.5, -0.3], [-0.5, -1.1, -1.2], [-0.2, 0.1, 1.9], [0.3, 0.8, -0.3], [0.5, 0.7, -0.8], [0.6, -0.3, -1.1], [-0.2, -1.3, 0.0], [-0.5, 1.5, 0.1], [-0.3, 1.0, -0.7], [0.9, 0.0, -0.1], [0.1, 0.4, 0.2], [-0.3, -0.4, 0.9], [0.4, 1.0, -0.7], [0.3, -0.2, -0.9], [-0.1, -1.4, -1.7], [-0.1, -0.2, -0.1], [1.0, -0.8, 0.7], [-0.4, -2.0, 0.6], [1.5, 1.6, 0.7], [1.0, -1.0, 1.7], [0.3, 1.3, 1.0], [0.2, 0.1, -0.4], [0.1, -0.1, 0.5], [-3.1, 0.4, -0.6], [0.4, 0.6, 1.2], [-0.7, -1.3, 0.4]]}

{"formula": "C20H35N2O2P2Pt", "method": "the ωB97M-V functional and the def2-TZVPD basis", "orbital_gap_ev": [2.89, 4.61], "spin_multiplicity": 6, "largest_force_ev_per_a": 3.9, "de_lowest_kcal_mol": 0.00, "energy_ha": -1844.79695, "species": ["H", "H", "H", "P", "H", "H", "H", "H", "C", "H", "C", "H", "H", "H", "N", "C", "C", "H", "H", "C", "C", "H", "C", "H", "C", "H", "C", "C", "C", "C", "C", "H", "H", "C", "H", "H", "H", "C", "H", "H", "H", "P", "C", "O", "C", "C", "H", "H", "H", "H", "H", "H", "H", "N", "H", "C", "H", "O", "C", "Pt", "H", "H"], "xyz": [[-1.377, 2.977, 0.902], [-3.341, 1.142, -2.126], [2.370, -2.020, -0.681], [2.081, 0.029, -1.950], [3.931, 0.192, 4.037], [3.172, 0.620, 0.132], [-1.866, -2.032, -4.957], [-1.956, -1.061, 1.098], [-1.480, 0.161, 5.452], [-1.003, 2.127, -4.079], [2.869, 0.457, 4.102], [2.750, 1.549, 4.043], [-3.563, -0.325, 0.781], [-0.344, 0.098, 7.274], [-0.864, -1.452, 3.847], [-0.010, -2.080, 4.708], [-2.375, -0.610, -6.536], [1.854, -0.327, -4.319], [-2.344, -0.013, 3.457], [-1.397, 1.382, -4.786], [-1.390, -0.005, -4.392], [2.498, 0.127, 5.085], [2.593, -1.535, 2.560], [3.125, 1.996, -1.024], [-2.589, -0.579, 0.337], [-3.951, 1.974, -0.650], [3.293, 0.915, -0.922], [-1.674, -0.414, 4.212], [0.193, -1.528, 5.957], [-1.488, 1.927, 1.203], [-1.894, -0.995, -5.303], [4.311, 0.668, -1.265], [-2.648, 2.731, -1.637], [-1.896, 1.738, -6.027], [2.066, 1.408, -3.921], [-1.907, 2.792, -6.321], [3.531, -1.913, -2.057], [-0.529, -0.384, 6.322], [-2.770, 1.055, -7.867], [-2.041, 1.053, 5.718], [0.201, -0.805, 2.508], [-1.791, 0.930, -0.284], [-2.381, 0.751, -6.896], [-0.532, -1.540, 2.508], [-3.067, 1.781, -1.275], [2.118, -0.209, 3.011], [1.753, -2.192, 2.295], [3.255, -1.438, 1.677], [-2.750, -1.361, -7.230], [3.168, -2.000, 3.366], [0.936, -1.976, 6.612], [1.807, -2.334, -2.355], [3.489, 0.301, -3.897], [-0.935, -0.401, -3.224], [-2.341, 1.842, 1.893], [2.413, 0.390, -3.702], [-0.574, 1.581, 1.711], [1.088, 0.324, 2.519], [2.491, -1.737, -1.737], [-0.118, 0.422, -1.717], [-2.742, -1.264, -0.503], [0.575, -2.908, 4.313]], "atomic_forces_ev_per_a": [[0.1, -0.2, 0.1], [0.1, 0.2, 0.2], [0.1, 0.1, -0.3], [0.9, -0.9, -0.5], [0.0, 0.2, 0.2], [-0.1, 0.1, -0.3], [-0.1, 0.4, -0.3], [-0.1, 0.2, -0.2], [-0.2, -0.3, -0.9], [-0.2, -0.4, -0.4], [0.1, 0.2, 0.0], [0.1, -0.2, 0.1], [0.2, 0.0, -0.1], [0.0, -0.1, -0.1], [-0.9, -1.2, -0.6], [1.0, 0.4, 1.5], [0.0, 0.3, 0.0], [0.1, 0.2, 0.2], [0.1, -0.3, 0.1], [0.1, -0.4, 0.4], [-0.8, -0.3, -1.5], [0.1, 0.1, 0.3], [0.0, -0.2, 0.0], [0.1, -0.3, 0.1], [-0.2, 0.0, -0.1], [0.1, 0.1, -0.3], [0.1, 0.1, -0.1], [0.0, 1.3, 1.1], [0.0, -0.7, -1.1], [0.1, 0.3, -0.1], [0.2, 0.3, 0.4], [-0.3, 0.1, 0.1], [-0.2, -0.3, 0.0], [0.1, -0.2, 0.1], [0.2, -0.3, 0.0], [0.0, -0.4, 0.1], [-0.3, 0.0, 0.2], [0.0, 0.6, 0.9], [0.1, -0.1, 0.2], [0.0, -0.2, 0.0], [0.1, 0.7, -1.1], [-1.5, -0.1, 0.5], [-0.1, 0.0, -0.1], [-0.1, -0.2, 0.0], [-0.3, 0.1, 0.5], [2.8, -1.0, 1.4], [0.3, 0.0, -0.1], [0.2, -0.3, -0.2], [0.1, 0.2, 0.1], [0.1, -0.2, -0.2], [-0.2, 0.1, 0.0], [0.2, 0.1, 0.2], [-0.2, 0.1, -0.3], [0.4, 0.8, 0.2], [0.2, 0.0, -0.3], [0.7, 0.0, 0.1], [-0.1, 0.0, -0.1], [-3.2, 1.4, -1.8], [0.2, 0.1, -0.1], [0.4, -0.1, 1.4], [0.0, 0.1, 0.2], [-0.3, 0.2, 0.0]]}

{"formula": "C27H38BrCrIN11O5", "method": "the ωB97M-V functional and the def2-TZVPD basis", "orbital_gap_ev": [8.13, 9.10], "spin_multiplicity": 5, "charge": 1, "largest_force_ev_per_a": 3.5, "de_lowest_kcal_mol": 14.37, "energy_ha": -5946.26651, "species": ["H", "C", "C", "C", "C", "N", "H", "H", "H", "H", "C", "C", "H", "N", "C", "C", "C", "H", "H", "C", "O", "N", "N", "C", "O", "H", "H", "O", "C", "H", "C", "H", "C", "H", "H", "C", "H", "H", "H", "C", "H", "C", "H", "H", "H", "N", "H", "H", "H", "H", "N", "H", "H", "O", "C", "N", "C", "N", "O", "C", "H", "C", "C", "N", "C", "H", "C", "Cr", "N", "H", "H", "I", "H", "Br", "H", "C", "H", "N", "H", "H", "C", "C", "H", "H"], "xyz": [[-0.275, 3.379, -3.729], [-2.810, -1.220, 0.485], [-2.576, -2.811, -4.937], [-1.273, -2.392, -4.654], [3.375, -1.191, 3.176], [0.586, 1.353, -0.752], [-0.437, -2.902, 0.142], [-1.067, 4.802, -2.958], [-1.698, -0.844, -2.379], [3.852, 3.198, -1.589], [0.993, 2.625, 5.891], [2.291, -0.132, 0.194], [0.771, 4.449, 3.802], [1.629, 3.271, -1.753], [1.737, 0.458, -1.039], [-3.832, -1.816, -0.222], [-3.360, -2.029, -5.762], [0.905, 1.652, 6.338], [1.683, 4.484, -3.407], [-0.848, -1.098, -4.950], [-5.483, -3.417, -0.778], [2.912, -2.222, 2.234], [1.117, -3.332, 1.431], [1.113, 4.391, -2.531], [-5.110, -3.034, 1.439], [3.945, -3.920, 2.847], [2.634, -3.452, 3.871], [-3.483, -1.424, 2.757], [2.074, -4.329, 1.869], [2.543, 0.622, 0.926], [-1.906, 2.423, -1.682], [-2.172, 2.120, -0.697], [1.016, 2.964, 2.215], [4.452, -1.110, 3.083], [1.380, -0.340, -1.683], [1.762, -2.119, 1.430], [1.049, 5.368, -2.055], [1.826, 3.138, 6.280], [2.850, 2.808, -0.153], [0.556, 2.502, -1.338], [-0.291, -0.339, 3.575], [-4.925, -2.853, 0.147], [3.161, -0.640, -0.090], [0.079, 3.174, 6.061], [-0.276, -4.560, 0.550], [-1.892, -0.758, -0.359], [-2.766, -3.866, -4.607], [3.135, -1.492, 4.194], [2.874, -0.259, 2.906], [-4.557, -2.404, 2.010], [1.340, -1.087, 0.732], [-3.571, 0.041, -6.447], [-4.339, -2.297, -6.043], [-1.549, -0.448, 2.236], [-2.961, -0.711, -6.006], [-2.367, -0.950, -1.623], [-3.514, -1.657, -1.557], [0.573, 1.632, 2.398], [1.024, 3.663, 1.213], [2.902, -3.563, 2.792], [3.012, 4.449, -0.735], [1.394, 3.540, 3.590], [-1.750, -0.241, -5.575], [1.137, 2.396, 4.475], [0.299, -3.688, 0.312], [-2.646, 3.106, -2.075], [-2.669, -1.052, 1.912], [-0.367, 0.377, 0.801], [0.271, 0.204, 4.213], [-3.920, -2.310, -2.354], [2.658, -4.718, 0.969], [1.068, -0.246, -4.460], [0.173, 0.084, 5.196], [-0.058, -3.563, -3.771], [0.871, -3.844, -0.614], [-0.313, 3.944, -2.805], [2.363, 4.029, 3.652], [-0.638, 3.148, -1.686], [-1.478, 0.823, -5.738], [2.528, 0.984, -1.507], [2.918, 3.440, -1.005], [0.623, 1.386, 3.728], [1.577, -5.172, 2.338], [-1.854, 1.426, -2.306]], "atomic_forces_ev_per_a": [[-0.4, -0.5, -0.4], [-0.3, -0.2, -1.5], [1.1, -1.8, -0.3], [0.7, 0.6, 0.6], [-0.4, -0.1, -1.3], [0.4, -1.1, -0.2], [0.2, 0.0, -0.1], [1.3, -1.2, 0.3], [-0.4, 0.0, -0.1], [-1.2, -0.1, 0.2], [-1.2, -1.2, -0.8], [-0.4, -0.4, 1.3], [-0.3, -1.1, -0.1], [0.0, -0.1, 0.3], [-1.0, 0.9, 0.4], [-1.6, -1.6, -0.9], [0.2, 1.2, 1.0], [0.1, -0.3, 0.7], [0.6, 0.3, -1.3], [0.3, 0.4, 0.2], [0.4, 0.3, 1.6], [-1.1, 0.1, -0.7], [0.3, 0.4, 0.0], [-1.0, 0.1, 0.7], [-0.2, -0.1, -0.2], [-0.3, -0.1, -0.2], [-0.7, -0.6, -0.7], [0.0, -0.2, -1.0], [-0.6, -1.3, -1.2], [0.3, 0.6, 0.1], [1.2, -1.4, -1.7], [-0.2, -0.1, 0.9], [-0.4, 0.8, 0.2], [0.2, 0.3, 0.1], [0.1, -0.1, 0.0], [0.4, 1.2, 0.3], [0.6, -0.1, 0.7], [1.0, 0.6, 0.4], [0.2, -0.3, 0.8], [-0.1, 1.2, 0.1], [-0.6, -0.5, 0.0], [0.5, 1.0, -1.1], [1.7, -0.8, -0.2], [-0.3, 0.3, 0.3], [-0.1, -0.7, 0.1], [0.3, 1.4, 0.0], [-0.4, 1.2, -0.6], [-0.2, 0.1, 0.1], [0.3, 0.0, 0.3], [-0.3, -0.3, -0.4], [-0.1, -1.3, 0.6], [-0.8, -0.1, -0.6], [-0.9, -0.6, -0.3], [-0.5, -0.3, -0.4], [0.1, -0.2, 0.2], [0.4, -0.8, 1.6], [0.1, -1.3, -0.5], [0.2, 1.0, -0.4], [0.0, -1.4, 0.8], [2.8, 0.8, 1.8], [-0.1, 1.4, 0.6], [-1.0, 0.3, 0.0], [1.0, 0.9, 0.0], [0.5, 0.9, -1.1], [-0.7, 0.7, -0.6], [-0.3, -0.1, -0.1], [1.9, 0.9, 2.5], [-0.8, 0.0, 0.2], [0.3, 0.6, -0.2], [0.2, 1.2, 0.3], [-0.5, 0.4, 1.0], [-1.0, -0.5, -0.4], [-0.1, -0.2, 0.4], [-0.4, 0.0, 0.0], [0.0, 0.0, 0.2], [-0.9, 2.3, -1.5], [0.6, -0.8, -0.1], [0.6, -1.5, 1.3], [-0.2, -0.9, 0.1], [0.7, 0.6, -0.9], [-0.4, -1.4, -1.9], [0.6, 0.7, -0.2], [-0.1, -0.2, 0.0], [-0.1, 2.0, 0.8]]}

{"formula": "C4H10N2", "method": "the ωB97M-V functional and the def2-TZVPD basis", "orbital_gap_ev": 9.94, "smiles": "CCC/C=N/N", "largest_force_ev_per_a": 5.7, "de_lowest_kcal_mol": 67.31, "energy_ha": -267.81807, "species": ["C", "N", "H", "H", "C", "H", "H", "C", "C", "H", "H", "H", "H", "H", "H", "N"], "xyz": [[0.355, 1.245, 0.046], [-2.844, -0.611, 0.002], [2.129, 0.246, 1.133], [0.560, -0.603, 1.211], [1.872, -0.937, -0.409], [2.523, -0.315, -1.028], [2.426, -1.569, 0.246], [1.154, -0.011, 0.661], [-0.970, 0.704, -0.346], [-1.429, 1.123, -1.205], [-3.064, -0.866, 0.935], [0.099, 1.966, 0.788], [0.980, 1.655, -0.831], [1.228, -1.665, -1.012], [-3.551, -0.003, -0.320], [-1.469, -0.361, 0.128]], "atomic_forces_ev_per_a": [[2.1, -2.9, -0.8], [1.4, -2.3, 0.3], [-1.3, 0.7, 0.7], [-2.0, -1.7, 2.4], [-2.1, -0.1, -0.3], [0.0, -0.4, -0.1], [1.0, -0.7, 0.1], [3.6, 2.6, -3.7], [0.1, -1.1, -1.4], [-1.1, 1.2, -0.5], [-0.6, -0.7, 0.5], [0.5, 0.9, 0.6], [-1.2, -0.3, 1.4], [0.6, 1.4, 0.5], [0.0, 1.7, -0.9], [-0.8, 1.5, 1.2]]}